Record 1
52
Properties=species:S:1:pos:R:3 method="wB97M-V/def2-TZVPD" homo_lumo_gap_ev="7.3 / 7.2" fmax_ha_per_bohr=0.0094 homo_energy_ev="-7.881 / -8.287" de_lowest_kcal_mol=0.0 multiplicity=5 total_energy_ev=-91495.6871 s_squared=6.02
Co -0.267 0.610 -1.326
C -0.086 1.493 2.930
C 0.304 1.173 1.516
N -0.495 0.557 0.707
N -1.694 0.091 1.238
C -2.378 -0.595 0.393
S -1.977 -0.930 -1.272
S -3.827 -1.376 1.081
C -3.008 -2.938 1.572
C -2.009 -2.786 2.681
C -2.411 -2.804 4.013
C -1.488 -2.631 5.032
C -0.146 -2.437 4.731
C 0.265 -2.424 3.406
C -0.662 -2.598 2.388
C 1.644 1.542 1.037
C 2.444 2.379 1.841
C 3.733 2.708 1.501
C 4.276 2.182 0.324
C 3.533 1.354 -0.480
C 2.204 1.014 -0.158
O 1.557 0.186 -0.954
H -1.079 1.119 3.147
H -0.065 2.575 3.070
H 0.623 1.055 3.633
H -2.542 -3.357 0.681
H -3.837 -3.585 1.859
H -3.459 -2.945 4.251
H -1.815 -2.650 6.064
H 0.576 -2.302 5.526
H 1.311 -2.281 3.162
H -0.337 -2.587 1.354
H 2.029 2.779 2.754
H 4.319 3.358 2.136
H 5.293 2.428 0.043
H 3.943 0.936 -1.390
N -1.376 2.192 -7.602
C -0.910 1.531 -6.787
C -0.324 0.703 -5.763
C 0.310 -0.491 -6.080
C 0.870 -1.235 -5.058
C 0.770 -0.763 -3.761
N 0.142 0.377 -3.456
C -0.393 1.099 -4.433
H 0.363 -0.819 -7.109
H 1.377 -2.168 -5.254
H 1.214 -1.292 -2.926
H -0.888 2.020 -4.152
C -1.288 2.411 -1.497
H -0.563 3.128 -1.893
H -1.663 2.740 -0.531
H -2.113 2.258 -2.192

Record 2
15
Properties=species:S:1:pos:R:3 method="wB97M-V/def2-TZVPD" homo_lumo_gap_ev=10.8 fmax_ha_per_bohr=0.0071 homo_energy_ev=-9.452 de_lowest_kcal_mol=109.5 smiles="C1=CC1.[H][H].C=C" total_energy_ev=-5342.5173
C -1.582 -0.706 -0.911
C -1.928 0.537 -0.963
C -1.804 -0.040 0.416
H -1.320 -1.624 -1.415
H -2.162 1.420 -1.536
H -0.944 0.228 1.039
H -2.705 -0.264 0.994
H 0.642 1.847 -0.335
H 0.489 2.565 -0.460
C 2.127 -0.169 0.902
C 1.644 -1.152 0.152
H 1.650 0.128 1.833
H 3.022 0.380 0.620
H 2.123 -1.453 -0.776
H 0.748 -1.697 0.439

Record 3
40
Properties=species:S:1:pos:R:3 method="wB97M-V/def2-TZVPD" total_charge=-1 homo_lumo_gap_ev=9.0 fmax_ha_per_bohr=0.1186 homo_energy_ev=-7.106 de_lowest_kcal_mol=47.3 total_energy_ev=-32590.6940
N 0.718 0.493 0.219
O 0.279 -0.430 0.901
O 1.500 0.286 -0.714
O -0.023 1.550 0.108
O -2.103 3.218 1.779
H -1.301 2.795 1.403
H -2.646 2.502 1.490
O -2.037 1.446 -1.950
H -2.982 1.559 -1.686
H -1.631 1.424 -1.131
O 4.204 1.477 -1.349
H 3.361 1.093 -1.194
H 4.169 2.216 -0.781
O -0.448 -2.562 -1.660
H -1.183 -3.080 -1.425
H 0.090 -2.493 -0.870
O -0.035 -1.981 3.828
H -0.434 -1.754 2.972
H 0.842 -2.024 3.523
O 0.551 1.596 3.076
H 0.263 1.124 2.286
H 1.505 1.572 3.000
O 0.745 2.438 -2.511
H 0.057 3.096 -2.377
H 1.016 2.070 -1.699
O -0.236 -0.364 -3.269
H -0.594 0.226 -2.552
H -0.208 -1.264 -2.937
O -2.806 0.757 1.121
H -2.589 0.591 2.044
H -2.410 0.062 0.654
O 3.153 -0.996 -2.349
H 2.642 -0.604 -1.671
H 2.715 -0.626 -3.127
O -1.825 -2.220 1.701
H -2.132 -3.097 2.072
H -2.077 -2.151 0.805
O 0.937 -2.817 0.635
H 0.878 -1.892 0.748
H 0.091 -3.245 0.885

Record 4
52
Properties=species:S:1:pos:R:3 method="wB97M-V/def2-TZVPD" homo_lumo_gap_ev=9.6 fmax_ha_per_bohr=0.0979 homo_energy_ev=-9.438 de_lowest_kcal_mol=81.6 smiles=NCCC[C@H](N)CO.O.O.O.O.O.O.O.O.O.O total_energy_ev=-31238.1285
N -1.035 0.505 2.570
C -0.450 -0.791 2.808
C 0.272 -1.369 1.587
C -0.521 -2.306 0.644
C 0.205 -2.758 -0.625
N 0.970 -1.964 -1.557
C -0.790 -3.696 -1.499
O -1.837 -2.962 -1.971
H -1.911 0.541 2.065
H -1.128 1.090 3.406
H 0.252 -0.577 3.690
H -1.158 -1.609 3.119
H 0.591 -0.581 0.880
H 1.301 -1.783 1.880
H -0.748 -3.265 1.313
H -1.431 -1.769 0.385
H 0.912 -3.595 -0.244
H 1.824 -1.614 -1.166
H 0.389 -1.159 -1.841
H -1.103 -4.548 -0.900
H -0.100 -4.136 -2.220
H -1.560 -2.127 -2.363
O 1.161 3.664 2.279
H 0.211 3.701 2.372
H 1.159 3.347 1.322
O -0.322 1.610 -3.169
H 0.089 1.445 -2.296
H -0.389 2.538 -3.338
O 1.462 1.281 -1.450
H 2.218 1.394 -2.026
H 1.441 0.573 -0.855
O -0.149 2.672 0.208
H -0.038 1.976 -0.431
H -0.896 2.152 0.623
O -4.037 -0.652 -0.570
H -4.578 -1.302 -1.010
H -3.194 -0.643 -0.948
O -2.684 0.140 -3.069
H -3.213 0.305 -3.846
H -1.898 0.669 -3.178
O -2.822 1.887 -0.520
H -3.246 2.560 -1.048
H -3.517 1.264 -0.194
O 3.692 -0.920 2.412
H 4.133 -1.506 1.794
H 3.688 -0.071 1.855
O 2.920 1.620 1.943
H 1.978 1.603 2.031
H 3.288 1.926 2.753
O 3.727 2.453 -0.887
H 4.015 1.991 -0.087
H 2.861 2.795 -0.630

Record 5
11
Properties=species:S:1:pos:R:3 method="wB97M-V/def2-TZVPD" total_charge=+2 homo_lumo_gap_ev="8.3 / 7.9" fmax_ha_per_bohr=0.0642 homo_energy_ev="-18.595 / -17.740" de_lowest_kcal_mol=30.1 multiplicity=7 total_energy_ev=-61573.5269 s_squared=13.03
Tb -1.917 -1.149 2.973
F 1.039 -2.464 -0.264
N 1.403 0.654 0.189
S 1.875 -0.882 0.069
O 3.333 -0.992 0.021
S -0.053 1.145 0.638
O -0.881 0.094 1.403
C -1.021 0.925 -0.981
F -2.164 1.570 -0.811
F -0.315 1.433 -1.973
F -1.299 -0.332 -1.264

Record 6
54
Properties=species:S:1:pos:R:3 method="wB97M-V/def2-TZVPD" total_charge=+1 homo_lumo_gap_ev="6.4 / 6.4" fmax_ha_per_bohr=0.0053 homo_energy_ev="-11.722 / -11.736" de_lowest_kcal_mol=0.0 total_energy_ev=-127222.0507
Os 0.202 0.386 -0.142
C 0.718 4.032 3.264
N -0.516 3.635 2.591
C -1.798 3.831 3.070
C -2.644 3.266 2.195
N -1.870 2.736 1.164
C -0.561 2.967 1.435
S 0.803 2.565 0.488
C -2.428 2.153 0.001
C -3.626 2.672 -0.464
C -4.248 2.074 -1.544
C -3.653 0.969 -2.130
C -2.448 0.537 -1.627
N -1.818 1.117 -0.587
H 0.458 4.422 4.243
H 1.232 4.799 2.689
H 1.362 3.161 3.368
H -1.986 4.326 4.005
H -3.711 3.143 2.231
H -4.045 3.550 0.003
H -5.177 2.473 -1.926
H -4.087 0.464 -2.981
H -1.939 -0.299 -2.083
Cl 4.104 -5.417 -1.273
C 3.481 -3.881 -0.859
C 2.132 -3.603 -1.067
Cl 1.068 -4.772 -1.723
C 1.654 -2.347 -0.727
Cl -0.030 -1.959 -0.950
C 2.463 -1.362 -0.184
O 1.993 -0.143 0.148
C 3.814 -1.647 0.024
Cl 4.810 -0.431 0.696
C 4.318 -2.900 -0.313
Cl 5.973 -3.241 -0.057
C -0.246 -2.129 2.413
C -1.034 -0.823 2.420
O -0.494 0.207 1.641
C -2.492 -1.076 1.985
F -2.513 -1.526 0.714
F -3.096 -1.985 2.743
F -3.232 0.046 2.004
C -0.986 -0.237 3.855
F 0.291 -0.036 4.202
F -1.536 -1.054 4.752
F -1.611 0.946 3.940
H -0.452 -2.709 1.519
H -0.513 -2.737 3.276
H 0.816 -1.896 2.466
N 0.465 0.842 -2.035
C 0.025 1.355 -3.009
N -0.440 1.895 -4.033
C -1.311 1.213 -4.788
N -2.067 0.659 -5.459

Record 7
6
Properties=species:S:1:pos:R:3 method="wB97M-V/def2-TZVPD" homo_lumo_gap_ev=12.3 fmax_ha_per_bohr=0.0491 homo_energy_ev=-11.468 de_lowest_kcal_mol=5.5 smiles=O.O total_energy_ev=-4159.7011
O -1.794 -0.017 -0.151
H -1.588 -0.875 0.218
H -1.921 0.538 0.679
O 1.934 -0.128 0.042
H 1.075 -0.192 -0.483
H 2.294 0.674 -0.305

Record 8
15
Properties=species:S:1:pos:R:3 method="wB97M-V/def2-TZVPD" total_charge=+1 homo_lumo_gap_ev=6.9 fmax_ha_per_bohr=0.0730 homo_energy_ev=-13.249 de_lowest_kcal_mol=78.9 total_energy_ev=-5790.4378
C -0.240 1.516 2.132
N 0.556 1.932 1.218
H -0.683 2.369 2.731
H -0.337 0.492 2.282
H 1.139 1.297 0.707
H 0.210 2.779 0.698
C -0.798 -0.501 -1.656
C -0.305 -1.596 -0.611
C 0.965 -1.907 -0.563
H -0.782 -0.797 -2.721
H -0.013 0.261 -1.552
H -1.884 -0.046 -1.482
H -1.057 -2.097 -0.023
H 1.638 -2.367 0.177
H 1.591 -1.335 -1.337

Record 9
90
Properties=species:S:1:pos:R:3 method="wB97M-V/def2-TZVPD" total_charge=-3 homo_lumo_gap_ev=7.8 fmax_ha_per_bohr=0.1176 homo_energy_ev=-3.277 de_lowest_kcal_mol=125.8 total_energy_ev=-149884.1059
N -0.713 -0.107 0.998
H -0.402 0.852 1.054
H -0.022 -0.794 0.734
H -1.330 -0.229 0.208
H -1.144 -0.412 1.859
O -4.268 0.310 1.443
C -4.023 1.509 1.450
O -3.021 2.040 0.761
B -2.765 3.397 1.215
O -3.512 3.550 2.506
C -4.230 2.431 2.622
O -4.639 2.087 3.722
O -3.170 4.274 0.131
C -2.195 5.130 -0.068
O -2.084 6.002 -0.874
C -1.060 4.793 0.917
O -1.327 3.638 1.546
O -0.033 5.504 1.030
O 0.901 2.207 -0.106
C 1.691 2.269 -1.068
O 1.654 1.647 -2.208
B 2.769 2.092 -3.093
O 3.584 2.985 -2.286
C 2.990 3.214 -1.100
O 3.297 3.958 -0.203
O 2.223 2.626 -4.374
C 2.694 2.029 -5.472
O 2.383 2.218 -6.644
C 3.591 0.845 -4.894
O 3.617 0.993 -3.605
O 4.038 -0.096 -5.518
O 5.876 -0.977 -1.466
C 5.549 -0.784 -0.290
O 4.373 -0.694 0.225
B 4.467 -0.197 1.583
O 5.857 -0.168 1.911
C 6.505 -0.247 0.796
O 7.712 -0.092 0.720
O 3.676 -1.130 2.450
C 2.628 -0.486 3.052
O 1.631 -1.048 3.630
C 2.764 1.030 2.555
O 3.787 1.129 1.729
O 1.824 1.876 2.684
O 5.251 -4.638 -3.687
C 4.266 -4.775 -2.943
O 4.070 -4.087 -1.831
B 2.733 -4.452 -1.283
O 2.211 -5.492 -2.210
C 3.124 -5.740 -3.173
O 3.132 -6.641 -4.035
O 1.739 -3.327 -1.129
C 1.546 -3.044 0.131
O 0.929 -2.109 0.642
C 2.326 -4.079 0.984
O 2.938 -4.927 0.089
O 2.329 -4.188 2.211
C -1.328 2.127 -4.673
C -1.499 3.168 -3.572
O -1.390 2.478 -2.405
S -2.173 0.989 -2.554
O -3.615 1.153 -2.268
O -1.460 -0.095 -1.827
O -1.891 0.928 -4.171
H -0.307 1.845 -4.930
H -1.848 2.375 -5.598
H -2.514 3.551 -3.677
H -0.677 3.883 -3.624
C -5.180 -2.661 -1.238
C -5.287 -4.008 -0.444
O -4.311 -3.807 0.599
S -3.035 -3.042 -0.008
O -2.194 -4.123 -0.648
O -2.462 -2.269 1.081
O -3.890 -2.088 -1.072
H -5.760 -1.796 -0.917
H -5.264 -2.794 -2.317
H -4.889 -4.883 -0.958
H -6.287 -4.123 -0.025
C -2.410 0.607 6.579
C -1.378 1.166 5.523
O -0.797 0.007 5.059
S -1.927 -1.190 4.772
O -1.325 -2.415 5.195
O -2.492 -1.107 3.420
O -2.973 -0.548 5.865
H -3.291 1.237 6.706
H -2.147 0.233 7.568
H -0.717 1.984 5.810
H -2.020 1.542 4.727

Record 10
95
Properties=species:S:1:pos:R:3 method="wB97M-V/def2-TZVPD" total_charge=+1 homo_lumo_gap_ev="6.4 / 5.7" fmax_ha_per_bohr=0.0146 homo_energy_ev="-10.748 / -10.249" de_lowest_kcal_mol=5.7 total_energy_ev=-157452.8339
Tl 2.720 -0.793 -1.755
S 5.318 -0.911 -0.055
C 5.866 0.564 0.614
C 7.229 0.651 0.988
C 7.734 1.814 1.524
C 6.885 2.899 1.736
C 5.537 2.822 1.395
C 5.012 1.676 0.826
As 3.124 1.591 0.294
C 2.967 3.458 -0.256
C 2.395 4.487 0.483
C 2.388 5.785 -0.018
C 2.956 6.066 -1.253
C 3.543 5.045 -1.991
C 3.544 3.751 -1.494
C 2.272 1.573 2.037
C 0.970 2.051 2.167
C 0.321 1.993 3.393
C 0.968 1.444 4.494
C 2.257 0.947 4.362
C 2.908 1.008 3.138
H 7.863 -0.214 0.838
H 8.782 1.879 1.791
H 7.274 3.812 2.169
H 4.899 3.681 1.565
H 1.971 4.294 1.459
H 1.944 6.581 0.566
H 2.948 7.078 -1.637
H 3.999 5.259 -2.950
H 4.024 2.960 -2.062
H 0.458 2.479 1.312
H -0.685 2.381 3.490
H 0.465 1.400 5.452
H 2.761 0.510 5.215
H 3.909 0.604 3.044
O 1.531 -3.560 1.767
Cl 2.095 -2.426 1.076
O 2.636 -1.467 1.992
O 1.008 -1.779 0.277
O 3.102 -2.862 0.122
C -1.444 -2.233 2.432
C -1.962 -0.801 2.375
C -1.424 0.023 1.204
Sb -2.530 -0.685 -0.496
C -3.945 0.901 -0.251
C -3.525 2.222 -0.406
C -4.395 3.265 -0.123
C -5.687 2.997 0.319
C -6.113 1.685 0.463
C -5.244 0.637 0.174
C -1.439 0.171 -2.102
C -0.330 0.990 -1.900
C 0.307 1.588 -2.982
C -0.154 1.364 -4.272
C -1.260 0.549 -4.482
C -1.901 -0.042 -3.401
Sb -1.367 -3.500 0.634
C -3.285 -4.415 0.471
C -4.510 -3.762 0.593
C -5.695 -4.470 0.448
C -5.666 -5.834 0.189
C -4.450 -6.495 0.080
C -3.262 -5.790 0.222
C -0.877 -3.581 -1.465
C 0.432 -3.755 -1.898
C 0.685 -3.865 -3.260
C -0.360 -3.828 -4.174
C -1.668 -3.705 -3.725
C -1.933 -3.582 -2.367
H -2.057 -2.878 3.062
H -0.406 -2.289 2.749
H -1.653 -0.335 3.317
H -3.057 -0.794 2.373
H -0.352 -0.125 1.090
H -1.640 1.082 1.325
H -2.522 2.442 -0.757
H -4.067 4.289 -0.250
H -6.360 3.812 0.549
H -7.121 1.475 0.797
H -5.591 -0.385 0.279
H 0.024 1.190 -0.893
H 1.147 2.255 -2.815
H 0.340 1.835 -5.112
H -1.629 0.383 -5.487
H -2.774 -0.663 -3.574
H -4.551 -2.700 0.800
H -6.645 -3.955 0.531
H -6.592 -6.383 0.075
H -4.425 -7.560 -0.116
H -2.318 -6.317 0.134
H 1.253 -3.831 -1.196
H 1.704 -4.007 -3.603
H -0.156 -3.915 -5.234
H -2.490 -3.712 -4.431
H -2.957 -3.493 -2.025